{"formula": "C4H12", "method": "ωB97M-V with the def2-TZVPD basis set", "gap_ev": 12.024, "smiles": "CC.CC", "species": ["C", "C", "H", "H", "H", "H", "H", "H", "C", "C", "H", "H", "H", "H", "H", "H"], "xyz": [[1.40306, 0.09471, 0.41831], [2.69539, 0.70284, 0.58374], [0.61617, 0.81423, 0.10652], [1.32721, -0.63139, -0.35603], [0.97586, -0.43819, 1.33993], [3.50668, -0.08165, 0.49619], [2.83442, 1.21204, 1.54600], [3.04942, 1.39810, -0.22038], [-1.96461, 0.09857, 0.14316], [-2.11204, -0.87397, -1.10284], [-2.84867, 0.84927, 0.13330], [-2.01781, -0.39917, 1.10654], [-1.02309, 0.84443, 0.03092], [-3.13755, -0.85004, -1.52453], [-2.02533, -2.05684, -0.93058], [-1.38810, -0.79369, -1.98208]], "mulliken_charge": [-0.62, -0.93, 0.08, 0.33, 0.30, 0.26, 0.27, 0.28, -0.58, -0.79, 0.29, 0.25, 0.09, 0.30, 0.23, 0.25]}